Run a
Formula: H10O5
Source: the Open Molecules 2025 dataset
Level of theory: wB97M-V/def2-TZVPD

Geometry as XYZ:
```
15
Properties=species:S:1:pos:R:3:mulliken_charge:R:1
O -2.634 -0.609 -0.642 -0.72
H -3.496 -1.015 -0.388 0.34
H -2.151 -0.441 0.192 0.40
O -0.029 -0.799 -1.569 -0.69
H -0.871 -0.954 -1.228 0.37
H -0.054 0.127 -1.803 0.32
O -0.906 0.309 1.237 -0.75
H -0.721 1.228 0.959 0.34
H -1.484 0.417 1.993 0.31
O 1.481 -0.679 0.577 -0.82
H 0.607 -0.408 0.951 0.39
H 1.106 -0.895 -0.254 0.46
O 2.868 1.575 -0.126 -0.65
H 3.779 1.384 -0.137 0.31
H 2.511 0.754 0.237 0.38
```

Properties
* Kohn-Sham gap: 10.469 eV
* lowest unoccupied orbital energy: -0.07 eV
* SMILES: O.O.O.O.O
* multiplicity: 1
* charge: 0



Run b
Formula: H10O5
Source: the Open Molecules 2025 dataset
Level of theory: wB97M-V/def2-TZVPD

Geometry as XYZ:
```
15
Properties=species:S:1:pos:R:3:mulliken_charge:R:1
O 0.265 -0.553 2.537 -0.63
H 0.194 -0.137 1.678 0.36
H 1.169 -0.393 2.807 0.30
O 0.525 2.828 -0.927 -0.71
H 1.396 2.750 -1.317 0.34
H -0.069 2.883 -1.676 0.34
O -3.342 -0.906 1.030 -0.65
H -2.850 -1.713 0.877 0.32
H -3.117 -0.654 1.926 0.33
O 0.322 -0.100 -0.436 -0.81
H 0.261 0.853 -0.368 0.41
H -0.584 -0.393 -0.529 0.34
O 2.026 -1.397 -2.238 -0.63
H 1.414 -0.956 -1.648 0.40
H 2.389 -2.112 -1.716 0.31
```

Properties
* Kohn-Sham gap: 11.329 eV
* lowest unoccupied orbital energy: 0.37 eV
* SMILES: O.O.O.O.O
* multiplicity: 1
* charge: 0



Decreasing stability: run b, run a



Run a
Formula: H10O5
Source: the Open Molecules 2025 dataset
Level of theory: wB97M-V/def2-TZVPD

Geometry as XYZ:
```
15
Properties=species:S:1:pos:R:3:mulliken_charge:R:1
H -1.570 0.153 -0.910 0.33
H -0.719 1.408 -1.013 0.30
H 3.922 -0.364 0.558 0.33
H 2.627 -1.061 0.943 0.30
H -3.143 -2.613 0.254 0.28
H -1.908 -1.799 0.603 0.32
H -2.805 1.510 1.068 0.31
H -3.656 0.452 1.752 0.29
H 4.215 1.225 -2.121 0.30
H 3.584 1.193 -0.739 0.34
O -0.750 0.544 -0.587 -0.64
O 3.020 -0.186 0.847 -0.64
O -2.817 -1.707 0.295 -0.59
O -3.305 0.705 0.891 -0.59
O 3.784 0.631 -1.496 -0.63
```

Properties
* Kohn-Sham gap: 11.456 eV
* lowest unoccupied orbital energy: 0.77 eV
* SMILES: O.O.O.O.O
* multiplicity: 1
* charge: 0



Run b
Formula: H10O5
Source: the Open Molecules 2025 dataset
Level of theory: wB97M-V/def2-TZVPD

Geometry as XYZ:
```
15
Properties=species:S:1:pos:R:3:mulliken_charge:R:1
H 0.107 -1.247 0.615 0.45
H -0.438 -1.109 2.128 0.26
H 1.732 -0.850 -0.527 0.42
H 0.839 -1.979 -1.253 0.31
H 2.781 1.569 0.091 0.31
H 1.292 1.315 -0.161 0.43
H -0.849 2.063 -0.423 0.30
H -0.663 0.923 0.549 0.46
H -3.112 -0.232 -1.049 0.30
H -1.967 -0.642 -0.103 0.33
O -0.569 -0.806 1.214 -0.76
O 1.200 -1.690 -0.428 -0.71
O 2.185 0.848 -0.206 -0.74
O -0.286 1.779 0.290 -0.70
O -2.253 0.058 -0.736 -0.67
```

Properties
* Kohn-Sham gap: 11.891 eV
* lowest unoccupied orbital energy: 0.66 eV
* SMILES: O.O.O.O.O
* multiplicity: 1
* charge: 0



Run c
Formula: H10O5
Source: the Open Molecules 2025 dataset
Level of theory: wB97M-V/def2-TZVPD

Geometry as XYZ:
```
15
Properties=species:S:1:pos:R:3:mulliken_charge:R:1
H -0.529 1.046 0.580 0.47
H -0.948 0.098 1.717 0.35
H 1.762 1.267 -0.405 0.40
H 0.482 0.984 -1.022 0.32
H 3.540 -0.712 0.160 0.29
H 1.842 -0.861 -0.150 0.40
H -0.822 -1.151 -0.197 0.38
H -0.203 -2.410 0.365 0.29
H -1.972 0.269 -0.197 0.44
H -3.162 -0.413 -1.139 0.30
O -1.301 0.828 1.153 -0.76
O 0.798 1.643 -0.400 -0.74
O 2.731 -0.408 -0.149 -0.69
O -0.057 -1.469 0.397 -0.66
O -2.169 -0.358 -0.965 -0.78
```

Properties
* Kohn-Sham gap: 11.839 eV
* lowest unoccupied orbital energy: 0.54 eV
* SMILES: O.O.O.O.O
* multiplicity: 1
* charge: 0



Run d
Formula: H10O5
Source: the Open Molecules 2025 dataset
Level of theory: wB97M-V/def2-TZVPD

Geometry as XYZ:
```
15
Properties=species:S:1:pos:R:3:mulliken_charge:R:1
O -1.228 -0.595 -0.071 -0.72
H -2.110 -0.535 -0.427 0.30
H -0.662 -0.902 -0.769 0.34
O 0.845 0.956 1.054 -0.62
H -0.013 0.608 0.829 0.35
H 0.706 1.881 1.103 0.31
O -0.897 2.654 -0.985 -0.62
H -1.130 3.494 -1.456 0.30
H -0.258 2.115 -1.432 0.32
O 2.952 -0.222 -0.168 -0.62
H 2.018 -0.136 -0.004 0.31
H 2.979 -0.561 -1.068 0.30
O -0.697 -3.000 1.163 -0.65
H -1.042 -2.111 0.968 0.38
H -1.467 -3.647 1.269 0.31
```

Properties
* Kohn-Sham gap: 10.774 eV
* lowest unoccupied orbital energy: 0.07 eV
* SMILES: O.O.O.O.O
* multiplicity: 1
* charge: 0



Decreasing stability: run b, run c, run d, run a



Run a
Formula: H10O5
Source: the Open Molecules 2025 dataset
Level of theory: wB97M-V/def2-TZVPD

Geometry as XYZ:
```
15
Properties=species:S:1:pos:R:3:mulliken_charge:R:1
O -2.898 -18.626 -5.031 -0.63
H -2.229 -19.020 -5.599 0.30
H -2.619 -17.709 -4.923 0.33
O -0.952 -12.290 -3.284 -0.70
H -0.849 -11.728 -4.061 0.35
H -1.680 -11.901 -2.787 0.33
O -3.766 -16.349 -3.377 -0.67
H -4.390 -16.834 -3.932 0.33
H -3.877 -16.722 -2.497 0.29
O 0.300 -13.760 -6.365 -0.63
H 0.712 -14.601 -6.579 0.31
H -0.407 -13.990 -5.746 0.36
O -2.173 -14.560 -4.889 -0.69
H -2.818 -15.060 -4.362 0.34
H -1.977 -13.773 -4.363 0.37
```

Properties
* Kohn-Sham gap: 11.322 eV
* lowest unoccupied orbital energy: 0.48 eV
* SMILES: O.O.O.O.O
* multiplicity: 1
* charge: 0



Run b
Formula: H10O5
Source: the Open Molecules 2025 dataset
Level of theory: wB97M-V/def2-TZVPD

Geometry as XYZ:
```
15
Properties=species:S:1:pos:R:3:mulliken_charge:R:1
O 0.914 -1.397 2.820 -0.66
H 1.692 -1.916 2.598 0.29
H 0.477 -1.228 1.959 0.42
O 0.240 -1.167 0.146 -0.74
H 0.745 -0.513 -0.369 0.38
H 0.191 -1.945 -0.420 0.32
O -0.737 2.962 -1.017 -0.65
H -0.190 2.172 -1.171 0.39
H -0.189 3.551 -0.488 0.30
O 1.227 0.958 -1.644 -0.74
H 1.397 0.733 -2.567 0.31
H 1.929 1.579 -1.408 0.35
O -2.843 -1.035 0.677 -0.65
H -1.891 -0.867 0.635 0.38
H -2.962 -1.888 0.248 0.29
```

Properties
* Kohn-Sham gap: 10.610 eV
* lowest unoccupied orbital energy: -0.15 eV
* SMILES: O.O.O.O.O
* multiplicity: 1
* charge: 0



Decreasing stability: run a, run b



Run a
Formula: H10O5
Source: the Open Molecules 2025 dataset
Level of theory: wB97M-V/def2-TZVPD

Geometry as XYZ:
```
15
Properties=species:S:1:pos:R:3:mulliken_charge:R:1
H -2.232 -0.844 0.346 0.40
H -2.568 -2.133 1.104 0.27
H -0.492 -0.580 -1.506 0.41
H -0.321 -1.953 -0.873 0.27
H 1.563 -0.510 -2.231 0.32
H 1.259 0.628 -1.261 0.40
H 1.358 1.698 0.791 0.41
H 2.653 1.963 -0.250 0.35
H -0.825 0.438 1.941 0.33
H 0.597 0.586 2.295 0.30
O -2.542 -1.181 1.169 -0.64
O -1.009 -1.290 -1.167 -0.68
O 0.879 0.129 -2.051 -0.72
O 1.698 2.103 0.008 -0.71
O -0.019 0.945 1.685 -0.70
```

Properties
* Kohn-Sham gap: 11.275 eV
* lowest unoccupied orbital energy: 0.36 eV
* SMILES: O.O.O.O.O
* multiplicity: 1
* charge: 0



Run b
Formula: H10O5
Source: the Open Molecules 2025 dataset
Level of theory: wB97M-V/def2-TZVPD

Geometry as XYZ:
```
15
Properties=species:S:1:pos:R:3:mulliken_charge:R:1
O -11.206 -7.487 15.279 -0.63
H -11.731 -6.733 14.984 0.32
H -10.628 -7.689 14.532 0.31
O -10.061 -8.143 17.926 -0.64
H -10.965 -7.948 18.196 0.34
H -10.020 -7.877 16.994 0.35
O -15.009 -7.646 20.525 -0.64
H -14.952 -8.588 20.333 0.29
H -14.400 -7.236 19.892 0.37
O -12.951 -6.808 18.493 -0.70
H -12.248 -6.175 18.299 0.32
H -13.320 -7.043 17.632 0.31
O -14.365 -4.705 20.677 -0.64
H -15.258 -4.575 21.013 0.31
H -14.122 -5.586 20.981 0.32
```

Properties
* Kohn-Sham gap: 11.089 eV
* lowest unoccupied orbital energy: 0.08 eV
* SMILES: O.O.O.O.O
* multiplicity: 1
* charge: 0



Run c
Formula: H10O5
Source: the Open Molecules 2025 dataset
Level of theory: wB97M-V/def2-TZVPD

Geometry as XYZ:
```
15
Properties=species:S:1:pos:R:3:mulliken_charge:R:1
O -0.082 -0.417 -0.287 -0.67
H 0.382 -1.142 0.100 0.34
H 0.455 0.250 0.036 0.26
O 0.736 2.443 0.551 -0.70
H 0.430 2.585 -0.334 0.32
H -0.128 2.517 1.193 0.36
O -2.800 -0.844 0.586 -0.65
H -1.935 -0.802 0.147 0.42
H -2.827 -0.622 1.529 0.29
O 2.675 -0.067 1.686 -0.61
H 3.400 -0.079 1.210 0.28
H 2.225 0.750 1.486 0.32
O -0.556 -1.681 -2.721 -0.61
H -1.217 -1.858 -3.232 0.27
H -0.753 -1.029 -1.956 0.38
```

Properties
* Kohn-Sham gap: 11.150 eV
* lowest unoccupied orbital energy: 0.12 eV
* SMILES: O.O.O.O.O
* multiplicity: 1
* charge: 0



Run d
Formula: H10O5
Source: the Open Molecules 2025 dataset
Level of theory: wB97M-V/def2-TZVPD

Geometry as XYZ:
```
15
Properties=species:S:1:pos:R:3:mulliken_charge:R:1
O 0.834 0.895 -2.775 -0.68
H 1.165 0.057 -3.098 0.26
H 0.519 0.704 -1.892 0.48
O 0.222 0.274 0.699 -0.77
H -0.183 -0.512 1.067 0.31
H 0.000 0.244 -0.232 0.48
O -0.440 -0.296 -1.135 -0.66
H -0.064 -0.928 -1.747 0.32
H -1.245 0.000 -1.559 0.33
O 0.432 1.995 1.752 -0.81
H 0.067 1.776 2.609 0.18
H 0.220 1.240 1.202 0.54
O -0.442 -1.921 1.333 -0.69
H -1.279 -1.686 1.733 0.36
H 0.194 -1.842 2.044 0.35
```

Properties
* Kohn-Sham gap: 8.275 eV
* lowest unoccupied orbital energy: -0.15 eV
* multiplicity: 1
* charge: 0



Decreasing stability: run b, run a, run c, run d